Entry 1:
{"formula": "C4H10Cl4O4V", "method": "ωB97M-V/def2-TZVPD", "s2": 3.75, "fmax_ev_per_a": 1.97, "orbital_gap_ev": [6.04, 7.15], "homo_ev": [-0.87, -1.98], "charge": -2, "multiplicity": 4, "symbols": ["V", "Cl", "Cl", "Cl", "Cl", "C", "O", "H", "H", "H", "H", "C", "O", "C", "O", "O", "C", "H", "H", "H", "H", "H", "H"], "coordinates": [[-1.0758, -1.1346, -0.6312], [0.9056, -2.8729, -0.7907], [-2.5115, 1.0833, 0.1597], [-1.3879, -0.6804, -3.1974], [-3.0542, -2.8931, -0.3566], [-1.5760, -1.4093, 2.5345], [-0.6332, -1.2442, 1.5099], [-1.5727, -2.3757, 3.0344], [-1.4905, -0.6058, 3.2974], [-2.5567, -1.1504, 2.1334], [0.2410, -1.5462, 1.7726], [1.8266, 0.5278, -2.8973], [1.8728, 1.5998, -1.9133], [1.2493, 1.2917, -0.8004], [0.5989, 0.2986, -0.6370], [1.5111, 2.1941, 0.1425], [0.7006, 2.0243, 1.3044], [1.9730, -0.4381, -2.4224], [2.6310, 0.7496, -3.6006], [0.8843, 0.5959, -3.4360], [1.0240, 1.1495, 1.8671], [-0.3537, 1.9018, 1.0332], [0.7938, 2.9344, 1.8938]], "atomic_forces_ev_per_a": [[-0.596, -0.281, -0.710], [-0.116, 0.319, 0.191], [0.234, -0.320, 0.006], [0.091, -0.046, 0.431], [0.495, 0.431, 0.127], [-1.004, 1.452, 0.874], [0.218, -0.031, 0.036], [0.080, -0.226, -0.330], [0.566, -0.341, -0.038], [0.079, -0.654, -0.400], [-0.006, -0.271, -0.294], [0.133, 0.590, -0.566], [0.511, -0.022, -0.329], [0.134, -0.219, 0.073], [-0.375, -0.177, 0.354], [-0.003, 0.325, -0.248], [-0.608, 0.067, 0.376], [-0.231, -0.063, -0.009], [0.136, 0.025, 0.187], [-0.156, -0.414, 0.263], [0.043, 0.016, 0.052], [0.100, -0.154, -0.045], [0.278, -0.008, -0.001]]}

---

Entry 2:
{"formula": "C4H12N2", "method": "ωB97M-V/def2-TZVPD", "smiles": "CNCCNC", "fmax_ev_per_a": 3.70, "relative_energy_kcal_mol": 51.96, "orbital_gap_ev": 9.28, "homo_ev": -8.19, "symbols": ["C", "N", "C", "C", "N", "C", "H", "H", "H", "H", "H", "H", "H", "H", "H", "H", "H", "H"], "coordinates": [[0.1534, -0.6872, -2.2611], [0.9964, 0.2623, -1.5713], [0.2673, 1.1594, -0.7071], [0.0832, 0.7640, 0.8480], [-0.6975, -0.4204, 0.9981], [-0.3353, -1.0996, 2.2687], [-0.6474, -0.0714, -2.8476], [-0.3201, -1.2746, -1.4550], [0.7130, -1.3855, -2.9644], [1.6524, -0.4201, -1.0090], [0.8886, 2.0423, -0.7276], [-0.6944, 1.3054, -1.0599], [1.1523, 0.7680, 1.3372], [-0.3534, 1.6033, 1.5597], [-1.7275, -0.1510, 0.8888], [0.6842, -0.9716, 2.4885], [-0.8867, -0.6806, 3.0829], [-0.5495, -2.1811, 2.2810]], "atomic_forces_ev_per_a": [[-1.639, -0.033, -0.892], [2.425, -2.621, 0.959], [1.975, -0.177, 3.012], [1.599, 2.628, 0.468], [-0.494, -0.833, 0.268], [-2.165, -0.590, -0.835], [1.298, -1.385, 0.819], [-0.489, -0.271, -0.850], [-0.570, 1.127, 0.830], [-1.357, 2.288, -0.980], [-0.473, 0.870, 0.214], [-1.824, 0.611, -1.134], [-1.770, -0.965, -1.100], [0.478, -0.728, -1.864], [2.040, -0.854, 0.608], [1.365, 0.194, -0.048], [-0.385, 0.373, 0.888], [-0.014, 0.366, -0.362]]}

---

Entry 3:
{"formula": "C5H10O2", "method": "ωB97M-V/def2-TZVPD", "smiles": "CC(=O)O.C=CC", "fmax_ev_per_a": 0.89, "relative_energy_kcal_mol": 41.39, "orbital_gap_ev": 9.95, "homo_ev": -9.25, "symbols": ["C", "C", "O", "O", "H", "H", "H", "H", "C", "C", "C", "H", "H", "H", "H", "H", "H"], "coordinates": [[0.9690, -1.5678, 0.8992], [1.0805, -0.0724, 0.9950], [1.7205, 0.6157, 0.2438], [0.3702, 0.4339, 2.0592], [0.1539, -1.8777, 0.2331], [1.9153, -1.9490, 0.5103], [0.7760, -1.9684, 1.8943], [1.0370, 0.7051, 2.7119], [-1.6133, 0.8958, 0.0949], [-0.7483, 1.1320, -0.8884], [-0.4358, 0.1816, -2.0037], [-2.1097, -0.0680, 0.2002], [-1.8103, 1.6325, 0.8668], [-0.2060, 2.0767, -0.8994], [0.6403, 0.1104, -2.2015], [-0.9173, 0.5428, -2.9190], [-0.8221, -0.8234, -1.7965]], "atomic_forces_ev_per_a": [[0.120, -0.151, 0.001], [0.310, 0.042, -0.686], [-0.088, -0.388, 0.797], [0.638, 0.014, 0.503], [0.156, 0.222, 0.113], [-0.193, -0.054, -0.060], [-0.013, -0.107, -0.148], [-0.354, 0.337, -0.121], [0.096, 0.060, -0.258], [-0.361, 0.016, 0.177], [-0.049, -0.068, -0.090], [-0.042, 0.146, -0.125], [0.045, -0.107, -0.107], [-0.186, -0.078, -0.051], [-0.196, 0.058, 0.111], [0.107, -0.107, -0.004], [0.010, 0.164, -0.052]]}

---

Entry 4:
{"formula": "C39H38Cl2F6N2O9PS4Si2Ti", "method": "ωB97M-V/def2-TZVPD", "s2": 0.76, "fmax_ev_per_a": 2.14, "relative_energy_kcal_mol": 147.27, "orbital_gap_ev": [5.98, 6.42], "homo_ev": [-2.30, -2.73], "charge": -2, "multiplicity": 2, "symbols": ["Ti", "C", "Si", "C", "C", "C", "C", "C", "C", "C", "Si", "C", "C", "H", "H", "H", "H", "H", "H", "H", "H", "H", "H", "H", "H", "H", "H", "H", "H", "Cl", "O", "P", "C", "C", "C", "C", "C", "C", "C", "C", "C", "C", "C", "C", "C", "C", "C", "C", "C", "C", "H", "H", "H", "H", "H", "H", "H", "H", "H", "H", "H", "H", "H", "H", "H", "O", "N", "C", "O", "C", "S", "S", "H", "H", "H", "F", "C", "F", "F", "S", "O", "O", "N", "S", "O", "O", "C", "F", "F", "F", "Cl", "C", "C", "C", "C", "C", "C", "C", "O", "O", "H", "H", "H", "H"], "coordinates": [[-0.7012, 0.0159, 0.4487], [-0.0665, 1.3649, -3.1519], [-1.3575, 0.9530, -1.8571], [-2.5911, -0.1313, -2.7618], [-2.1970, 2.6850, -1.8034], [-2.9574, 2.9861, -2.9505], [-3.5781, 4.2073, -3.1506], [-3.4598, 5.1968, -2.1841], [-2.7164, 4.9360, -1.0466], [-2.0691, 3.6999, -0.8215], [-1.2460, 3.7831, 0.8760], [-0.1985, 5.3256, 0.8458], [-2.6184, 4.0961, 2.0604], [-0.4976, 2.0360, -3.9034], [0.2848, 0.4503, -3.6413], [0.7961, 1.8535, -2.6887], [-2.5631, 0.0321, -3.8468], [-3.6124, 0.0392, -2.4011], [-2.3334, -1.1778, -2.5681], [-3.0589, 2.2264, -3.7213], [-4.1495, 4.3878, -4.0556], [-3.9396, 6.1609, -2.3130], [-2.6476, 5.7235, -0.3021], [-0.6213, 6.0884, 0.1856], [0.8046, 5.0856, 0.4796], [-0.0978, 5.7571, 1.8479], [-3.0336, 5.0840, 1.8324], [-2.2847, 4.0724, 3.0970], [-3.4090, 3.3507, 1.9634], [1.5497, 0.6064, -0.3313], [0.3737, -1.6590, -2.2578], [1.1775, -2.7959, -2.7553], [0.1472, -3.8037, -3.8647], [-1.1516, -4.0046, -3.3848], [-2.0879, -4.6852, -4.1512], [-1.7429, -5.1618, -5.4084], [-0.4687, -4.9458, -5.9039], [0.4740, -4.2640, -5.1348], [2.6802, -2.2751, -3.5961], [3.5146, -3.0849, -4.3695], [4.6639, -2.5576, -4.9423], [4.9925, -1.2216, -4.7286], [4.1841, -0.4225, -3.9362], [3.0264, -0.9447, -3.3649], [1.7067, -3.8955, -1.4303], [3.0074, -4.3793, -1.2876], [3.3452, -5.1644, -0.1900], [2.3903, -5.4519, 0.7776], [1.0977, -4.9579, 0.6505], [0.7536, -4.1882, -0.4492], [-1.4366, -3.5904, -2.4230], [-3.0917, -4.8246, -3.7686], [-2.4768, -5.6848, -6.0103], [-0.2029, -5.2947, -6.8949], [1.4520, -4.0765, -5.5536], [3.2913, -4.1367, -4.5014], [5.3053, -3.1875, -5.5466], [5.8928, -0.8114, -5.1710], [4.4475, 0.6122, -3.7509], [2.3961, -0.3373, -2.7178], [3.7686, -4.1292, -2.0155], [4.3589, -5.5317, -0.0824], [2.6599, -6.0425, 1.6456], [0.3595, -5.1431, 1.4219], [-0.2439, -3.7667, -0.5149], [0.0326, -1.6757, 0.6613], [-1.1976, -1.7472, 0.1586], [2.5965, -1.2572, 5.7446], [2.1074, -0.7838, 4.4894], [1.7255, 0.4984, 4.4036], [1.8538, 1.5685, 5.6430], [1.3656, 0.7361, 2.6903], [2.8465, -2.2998, 5.5659], [1.8196, -1.1677, 6.5001], [3.4714, -0.6895, 6.0566], [-3.8187, -1.9263, 2.2242], [-3.9755, -0.6520, 1.8821], [-5.1636, -0.2306, 2.3524], [-4.0503, -0.6094, 0.5386], [-2.5804, 0.5391, 2.5843], [-2.2624, 1.0760, 1.1847], [-3.4263, 1.2205, 3.5271], [-1.5440, -0.6358, 2.9462], [-1.6272, -1.3116, 4.4031], [-0.8232, -0.6650, 5.4001], [-2.9646, -1.6801, 4.7992], [-0.7942, -2.9154, 4.0585], [-1.6847, -3.8095, 3.6303], [-0.3072, -3.3507, 5.2277], [0.1935, -2.8429, 3.1956], [2.5599, 7.1468, 5.1831], [1.8373, 5.6992, 4.4685], [2.5087, 5.0392, 3.4498], [1.9351, 3.9064, 2.8929], [0.7147, 3.4384, 3.3522], [0.0633, 4.1051, 4.3717], [0.6177, 5.2486, 4.9374], [0.0377, 2.2405, 2.6988], [-1.0807, 1.9069, 3.3052], [-0.1253, 2.5368, 1.2757], [3.4651, 5.4099, 3.1025], [2.4382, 3.3700, 2.0957], [-0.8725, 3.7000, 4.7359], [0.1148, 5.7775, 5.7375]], "atomic_forces_ev_per_a": [[1.810, 1.128, -0.224], [0.557, -0.074, -0.294], [0.037, 0.220, 0.112], [-0.439, -0.386, -0.141], [-0.220, 0.461, 0.304], [0.054, -0.019, 0.128], [0.018, 0.004, 0.017], [0.019, -0.065, -0.009], [0.016, -0.211, -0.072], [-0.174, -0.167, -0.431], [0.872, -0.596, -0.119], [0.322, 0.402, -0.085], [-0.451, -0.078, 0.427], [0.022, -0.063, 0.006], [-0.025, 0.097, 0.058], [-0.086, 0.011, -0.092], [-0.049, -0.032, 0.086], [0.080, -0.056, -0.055], [-0.011, 0.098, -0.052], [-0.007, 0.061, 0.054], [0.000, -0.011, 0.016], [-0.005, -0.009, 0.002], [-0.003, -0.042, -0.050], [0.067, -0.035, 0.083], [-0.067, 0.041, 0.022], [0.036, -0.057, -0.076], [-0.009, -0.047, 0.044], [-0.041, 0.074, -0.085], [0.004, 0.094, 0.001], [-0.153, 0.059, -0.182], [0.062, -0.191, -0.355], [-0.310, 0.159, 0.269], [-0.121, 0.021, -0.107], [-0.111, -0.080, -0.085], [0.102, 0.081, 0.157], [-0.071, -0.039, -0.059], [0.193, 0.093, 0.105], [-0.122, -0.127, -0.092], [0.195, 0.064, -0.134], [0.106, 0.072, 0.012], [-0.084, 0.052, 0.074], [0.014, -0.071, -0.021], [-0.118, -0.026, 0.069], [0.066, 0.095, -0.054], [0.115, -0.247, 0.248], [-0.109, -0.071, 0.095], [-0.106, 0.052, -0.044], [0.003, 0.037, -0.054], [0.046, -0.055, -0.037], [0.045, -0.013, -0.072], [0.013, 0.006, -0.043], [0.027, 0.004, -0.009], [0.007, 0.003, 0.009], [0.002, 0.012, 0.015], [0.021, 0.018, -0.005], [-0.026, 0.003, -0.022], [0.006, 0.000, 0.011], [-0.011, -0.003, -0.008], [-0.009, -0.045, 0.000], [0.028, -0.035, -0.073], [-0.011, 0.007, 0.011], [-0.009, 0.015, 0.006], [0.000, 0.011, -0.015], [0.038, 0.011, -0.034], [0.102, -0.005, 0.020], [-0.606, -0.830, -0.188], [0.215, -0.191, 0.035], [-0.146, -0.022, -0.203], [0.017, -0.019, 0.285], [0.158, 0.008, -0.284], [-0.118, -0.173, -0.143], [-0.227, 0.630, 0.219], [0.007, -0.034, 0.011], [-0.045, 0.003, 0.057], [0.040, 0.034, 0.008], [-0.105, -0.079, -0.022], [0.250, 0.625, 0.050], [-0.092, -0.245, -0.111], [-0.078, -0.034, 0.093], [-1.545, -1.214, -0.688], [-0.157, -0.626, 1.724], [0.724, 0.117, -0.232], [-0.393, 0.542, 0.336], [-0.651, 0.950, -0.043], [0.228, -0.149, -0.198], [0.327, 0.031, -0.063], [-0.144, 0.106, -0.016], [-0.024, -0.186, -0.159], [0.112, -0.248, 0.226], [0.274, 0.035, -0.198], [-0.119, -0.243, -0.127], [0.086, 0.074, -0.005], [0.054, 0.020, 0.020], [0.131, 0.113, -0.012], [0.010, -0.042, -0.194], [-0.023, 0.208, 0.220], [-0.038, -0.028, -0.013], [-0.929, 0.108, 0.519], [1.035, 0.103, -0.487], [-0.391, 0.059, 0.412], [-0.040, -0.012, 0.009], [-0.013, 0.027, 0.020], [0.058, 0.005, -0.013], [0.017, -0.037, -0.019]]}

---

Entry 5:
{"formula": "CH4Cl2Si", "method": "ωB97M-V/def2-TZVPD", "fmax_ev_per_a": 2.29, "relative_energy_kcal_mol": 102.49, "orbital_gap_ev": [8.19, 7.95], "homo_ev": [-8.12, -9.03], "symbols": ["C", "Si", "Cl", "Cl", "H", "H", "H", "H"], "coordinates": [[-2.5374, -0.4049, -0.3352], [2.2975, 0.6722, 0.0419], [1.7058, -0.0040, 1.8277], [4.2409, 1.1733, 0.2969], [-1.7755, -1.0913, -0.1735], [-3.4479, -0.7227, -0.6835], [-2.5235, 0.6035, 0.0569], [2.0400, -0.2259, -1.0312]], "atomic_forces_ev_per_a": [[0.284, 1.885, 0.654], [-0.194, 1.576, 0.145], [-0.525, -0.614, 0.829], [0.657, 0.013, -0.257], [1.287, -0.898, 0.267], [-1.922, -0.855, -0.910], [0.368, -0.131, -0.004], [0.045, -0.975, -0.723]]}

---

Entry 6:
{"formula": "C4H11NOS", "method": "ωB97M-V/def2-TZVPD", "smiles": "C=[S@](C)(=O)NCC", "fmax_ev_per_a": 3.74, "relative_energy_kcal_mol": 108.74, "orbital_gap_ev": 9.35, "homo_ev": -8.59, "symbols": ["C", "S", "C", "O", "N", "C", "C", "H", "H", "H", "H", "H", "H", "H", "H", "H", "H", "H"], "coordinates": [[-1.5506, 0.8443, -1.4048], [-1.3534, 0.2884, 0.1290], [-2.4650, -1.1687, 0.2588], [-1.7084, 1.3537, 1.0365], [0.1462, -0.4807, 0.9799], [1.3425, -0.3116, 0.2012], [1.9105, 1.0777, 0.1858], [-1.0805, 1.7222, -1.7594], [-1.3492, 0.0634, -2.0605], [-3.2640, -0.8804, -0.4215], [-1.9771, -1.9455, -0.3436], [-2.6481, -1.2847, 1.2935], [0.1213, 0.0681, 1.8256], [1.0665, -0.6654, -0.8357], [2.1089, -0.9495, 0.7535], [2.1774, 1.3357, 1.2175], [3.0064, 1.1268, -0.3123], [1.3345, 1.9170, -0.1534]], "atomic_forces_ev_per_a": [[0.378, -1.096, 0.848], [0.043, 0.099, 0.341], [1.424, 1.306, -2.861], [-0.079, 0.114, 1.371], [-2.675, 0.559, -1.195], [0.597, -0.843, -0.251], [3.683, 0.649, 0.105], [0.507, 1.108, 0.434], [-0.129, -1.643, -1.546], [-0.621, 0.201, 0.811], [0.181, -0.323, 1.013], [-0.292, -0.572, 0.795], [0.311, 0.307, 0.333], [0.820, 0.019, 1.002], [-0.753, 0.330, -1.358], [-0.193, -0.004, 0.108], [-2.597, -0.245, 0.654], [-0.605, 0.035, -0.604]]}

---

Please write out number 6 again, unchanged.
{"formula": "C4H11NOS", "method": "ωB97M-V/def2-TZVPD", "smiles": "C=[S@](C)(=O)NCC", "fmax_ev_per_a": 3.74, "relative_energy_kcal_mol": 108.74, "orbital_gap_ev": 9.35, "homo_ev": -8.59, "symbols": ["C", "S", "C", "O", "N", "C", "C", "H", "H", "H", "H", "H", "H", "H", "H", "H", "H", "H"], "coordinates": [[-1.5506, 0.8443, -1.4048], [-1.3534, 0.2884, 0.1290], [-2.4650, -1.1687, 0.2588], [-1.7084, 1.3537, 1.0365], [0.1462, -0.4807, 0.9799], [1.3425, -0.3116, 0.2012], [1.9105, 1.0777, 0.1858], [-1.0805, 1.7222, -1.7594], [-1.3492, 0.0634, -2.0605], [-3.2640, -0.8804, -0.4215], [-1.9771, -1.9455, -0.3436], [-2.6481, -1.2847, 1.2935], [0.1213, 0.0681, 1.8256], [1.0665, -0.6654, -0.8357], [2.1089, -0.9495, 0.7535], [2.1774, 1.3357, 1.2175], [3.0064, 1.1268, -0.3123], [1.3345, 1.9170, -0.1534]], "atomic_forces_ev_per_a": [[0.378, -1.096, 0.848], [0.043, 0.099, 0.341], [1.424, 1.306, -2.861], [-0.079, 0.114, 1.371], [-2.675, 0.559, -1.195], [0.597, -0.843, -0.251], [3.683, 0.649, 0.105], [0.507, 1.108, 0.434], [-0.129, -1.643, -1.546], [-0.621, 0.201, 0.811], [0.181, -0.323, 1.013], [-0.292, -0.572, 0.795], [0.311, 0.307, 0.333], [0.820, 0.019, 1.002], [-0.753, 0.330, -1.358], [-0.193, -0.004, 0.108], [-2.597, -0.245, 0.654], [-0.605, 0.035, -0.604]]}

---

What did the second record say?
{"formula": "C4H12N2", "method": "ωB97M-V/def2-TZVPD", "smiles": "CNCCNC", "fmax_ev_per_a": 3.70, "relative_energy_kcal_mol": 51.96, "orbital_gap_ev": 9.28, "homo_ev": -8.19, "symbols": ["C", "N", "C", "C", "N", "C", "H", "H", "H", "H", "H", "H", "H", "H", "H", "H", "H", "H"], "coordinates": [[0.1534, -0.6872, -2.2611], [0.9964, 0.2623, -1.5713], [0.2673, 1.1594, -0.7071], [0.0832, 0.7640, 0.8480], [-0.6975, -0.4204, 0.9981], [-0.3353, -1.0996, 2.2687], [-0.6474, -0.0714, -2.8476], [-0.3201, -1.2746, -1.4550], [0.7130, -1.3855, -2.9644], [1.6524, -0.4201, -1.0090], [0.8886, 2.0423, -0.7276], [-0.6944, 1.3054, -1.0599], [1.1523, 0.7680, 1.3372], [-0.3534, 1.6033, 1.5597], [-1.7275, -0.1510, 0.8888], [0.6842, -0.9716, 2.4885], [-0.8867, -0.6806, 3.0829], [-0.5495, -2.1811, 2.2810]], "atomic_forces_ev_per_a": [[-1.639, -0.033, -0.892], [2.425, -2.621, 0.959], [1.975, -0.177, 3.012], [1.599, 2.628, 0.468], [-0.494, -0.833, 0.268], [-2.165, -0.590, -0.835], [1.298, -1.385, 0.819], [-0.489, -0.271, -0.850], [-0.570, 1.127, 0.830], [-1.357, 2.288, -0.980], [-0.473, 0.870, 0.214], [-1.824, 0.611, -1.134], [-1.770, -0.965, -1.100], [0.478, -0.728, -1.864], [2.040, -0.854, 0.608], [1.365, 0.194, -0.048], [-0.385, 0.373, 0.888], [-0.014, 0.366, -0.362]]}